Record 1
A molecular structure, C35H45HgN6OS3. Source: the Open Molecules 2025 dataset; level of theory: ωB97M-V/def2-TZVPD.

Computed properties:
Multiplicity = 2
Kohn-Sham gap (spin up / spin down) = 4.8 / 7.1 eV
Expectation value of S² = 0.774
Electronic energy = -3112.435514 Ha
Energy above the lowest of the compared OMol25 structures with the same formula, charge and spin = 15.1 kcal per mole

```
91
Properties=species:S:1:pos:R:3:mulliken_spin:R:1
Hg -0.36 -0.20 0.06 -0.013
C 0.82 3.50 2.38 -0.002
C 0.73 2.14 1.74 0.037
N -0.19 1.85 0.84 0.224
N -1.14 2.74 0.49 -0.055
C -2.06 2.36 -0.34 0.100
N -3.05 3.27 -0.63 0.036
S -2.25 0.82 -1.18 0.008
C 1.64 1.11 2.09 0.257
C 2.68 1.29 3.04 0.030
C 3.51 0.26 3.37 0.058
C 3.33 -1.00 2.76 0.179
C 2.33 -1.12 1.82 -0.075
N 1.50 -0.14 1.48 0.143
H -0.03 4.10 2.06 0.006
H 1.74 4.02 2.09 0.001
H 0.80 3.43 3.47 0.000
H -2.90 4.21 -0.32 -0.001
H -3.60 3.12 -1.45 0.001
H 2.80 2.26 3.51 0.013
H 4.30 0.40 4.10 0.003
H 3.99 -1.83 2.98 0.009
H 2.17 -2.07 1.31 0.000
C 4.53 -0.17 -0.33 -0.006
C 3.38 0.08 -1.27 0.018
C 2.89 -0.94 -2.08 -0.007
C 3.54 -2.31 -2.10 -0.001
C 1.81 -0.70 -2.95 0.002
C 1.31 -1.80 -3.84 0.002
C 1.25 0.58 -3.02 -0.013
C 0.20 0.89 -4.07 -0.002
C 1.72 1.59 -2.17 0.002
C 1.06 2.95 -2.19 0.008
C 2.81 1.35 -1.33 0.013
C 3.39 2.48 -0.52 0.003
H 5.49 0.02 -0.82 -0.001
H 4.54 -1.19 0.04 -0.006
H 4.47 0.47 0.55 0.007
H 2.93 -3.04 -1.56 0.000
H 4.53 -2.29 -1.66 0.000
H 3.64 -2.67 -3.13 0.000
H 1.88 -1.85 -4.77 0.000
H 0.26 -1.66 -4.09 0.000
H 1.39 -2.77 -3.35 0.000
H -0.81 0.75 -3.67 0.001
H 0.32 0.25 -4.94 -0.001
H 0.29 1.92 -4.41 0.001
H 1.59 3.64 -2.85 -0.001
H 1.04 3.38 -1.19 -0.003
H 0.02 2.88 -2.52 0.000
H 2.99 2.48 0.50 0.001
H 3.18 3.45 -0.96 0.000
H 4.48 2.39 -0.45 0.000
O -0.35 -2.66 -0.45 0.008
S -0.84 -4.05 -0.62 0.000
C -2.58 -4.12 -0.10 0.000
C -3.13 -5.36 0.15 0.000
C -4.47 -5.45 0.49 0.000
C -5.24 -4.29 0.59 0.000
C -4.67 -3.05 0.35 -0.001
C -3.33 -2.96 0.00 0.005
C -1.20 -4.32 -2.36 0.000
C -2.02 -3.45 -3.06 0.000
C -2.29 -3.71 -4.40 0.000
C -1.73 -4.82 -5.02 0.000
C -0.90 -5.67 -4.32 0.000
C -0.63 -5.43 -2.98 0.000
H -2.52 -6.26 0.08 0.000
H -4.92 -6.42 0.69 0.000
H -6.29 -4.36 0.85 0.000
H -5.25 -2.14 0.44 0.001
H -2.88 -1.99 -0.17 -0.003
H -2.44 -2.58 -2.58 0.000
H -2.93 -3.04 -4.95 0.000
H -1.95 -5.02 -6.06 0.000
H -0.46 -6.53 -4.80 0.000
H 0.02 -6.08 -2.41 0.000
C -0.53 -4.65 3.35 0.000
N -1.32 -3.51 2.95 0.000
C -1.03 -2.22 3.23 0.006
S -1.97 -1.01 2.52 0.007
N -0.03 -1.99 4.08 0.003
C 0.39 -0.69 4.55 0.004
H -1.02 -5.55 2.99 0.000
H -0.46 -4.73 4.44 0.000
H 0.48 -4.62 2.93 0.000
H -2.04 -3.64 2.26 0.000
H 0.46 -2.79 4.45 -0.002
H -0.07 0.07 3.93 -0.011
H 1.47 -0.60 4.46 0.007
H 0.10 -0.53 5.59 -0.003
```


Record 2
A molecular structure, C35H45N3NaO5P at a distorted geometry. Source: the Open Molecules 2025 dataset; level of theory: ωB97M-V/def2-TZVPD.

Computed properties:
Kohn-Sham gap = 5.9 eV
Electronic energy = -2404.924456 Ha

```
90
Properties=species:S:1:pos:R:3:lowdin_charge:R:1
Na 0.97 0.58 -0.33 0.315
C -2.97 -3.55 -1.11 -0.021
N -1.67 -3.88 -0.55 -0.129
C -1.51 -5.23 -0.08 -0.043
C -0.72 -2.92 -0.51 -0.406
O -0.90 -1.79 -0.93 0.072
C 0.63 -3.29 0.09 -0.131
O 1.38 -2.12 0.20 -0.124
C 2.72 -2.32 0.60 -0.106
C 3.16 -1.05 1.32 -0.430
O 2.30 -0.31 1.78 0.048
N 4.49 -0.85 1.44 -0.121
C 4.98 0.39 2.02 -0.012
C 5.46 -1.77 0.88 -0.044
H -3.72 -3.42 -0.31 0.087
H -3.30 -4.35 -1.77 0.093
H -2.90 -2.62 -1.67 0.079
H -2.31 -5.48 0.63 0.093
H -0.57 -5.37 0.44 0.076
H -1.56 -5.95 -0.90 0.094
H 1.12 -4.04 -0.55 0.146
H 0.50 -3.74 1.08 0.117
H 3.35 -2.55 -0.27 0.122
H 2.81 -3.17 1.30 0.140
H 4.21 1.14 1.96 0.067
H 5.83 0.74 1.43 0.097
H 5.28 0.24 3.06 0.094
H 5.20 -2.81 1.08 0.086
H 6.42 -1.58 1.37 0.092
H 5.59 -1.63 -0.19 0.087
C 1.33 4.24 -2.37 0.005
C 1.20 2.82 -2.89 -0.466
C 1.99 2.45 -4.11 -0.015
O 0.50 2.02 -2.31 0.043
H 1.94 4.86 -3.02 0.081
H 1.80 4.18 -1.39 0.069
H 0.33 4.66 -2.27 0.089
H 1.75 3.13 -4.93 0.085
H 1.80 1.42 -4.39 0.077
H 3.05 2.58 -3.88 0.086
C 2.31 3.08 1.12 -0.054
C 3.23 2.61 0.03 -0.446
C 4.35 3.24 -0.49 -0.109
C 4.85 2.37 -1.49 -0.107
C 4.00 1.28 -1.51 -0.424
C 4.06 0.08 -2.40 -0.051
N 3.01 1.41 -0.59 0.032
H 2.67 4.03 1.53 0.074
H 2.24 2.36 1.94 0.059
H 1.29 3.25 0.77 0.066
H 4.74 4.20 -0.18 0.080
H 5.72 2.53 -2.12 0.077
H 4.91 0.14 -3.09 0.073
H 3.16 -0.04 -3.01 0.057
H 4.17 -0.85 -1.83 0.039
O -0.94 1.02 0.14 -0.333
P -2.29 0.56 0.58 0.825
C -2.17 -0.86 1.68 -0.262
C -0.91 -1.16 2.20 -0.058
C -0.74 -2.26 3.03 -0.069
C -1.82 -3.07 3.34 -0.079
C -3.08 -2.78 2.82 -0.082
C -3.25 -1.68 2.00 -0.078
C -3.35 0.17 -0.82 -0.279
C -2.77 0.22 -2.09 -0.067
C -3.55 -0.02 -3.21 -0.065
C -4.90 -0.31 -3.08 -0.083
C -5.48 -0.34 -1.82 -0.081
C -4.71 -0.08 -0.69 -0.092
C -3.20 1.84 1.48 -0.254
C -3.83 2.87 0.78 -0.068
C -4.44 3.91 1.46 -0.075
C -4.42 3.94 2.84 -0.080
C -3.80 2.92 3.55 -0.076
C -3.19 1.88 2.87 -0.065
H -0.05 -0.55 1.95 0.094
H 0.24 -2.48 3.43 0.114
H -1.69 -3.93 3.98 0.104
H -3.93 -3.42 3.06 0.104
H -4.24 -1.48 1.60 0.094
H -1.72 0.46 -2.18 0.099
H -3.10 0.03 -4.19 0.108
H -5.50 -0.50 -3.96 0.103
H -6.54 -0.54 -1.71 0.103
H -5.19 -0.05 0.28 0.103
H -3.83 2.86 -0.31 0.115
H -4.92 4.70 0.90 0.105
H -4.90 4.75 3.37 0.104
H -3.78 2.94 4.63 0.104
H -2.70 1.09 3.43 0.107
```


Record 3
A molecular structure, C35H45NOPRh at a distorted geometry. Source: the Open Molecules 2025 dataset; level of theory: ωB97M-V/def2-TZVPD.

Computed properties:
Multiplicity = 5
Kohn-Sham gap (spin up / spin down) = 7.2 / 6.1 eV
Expectation value of S² = 6.042
Electronic energy = -1942.393995 Ha
Energy above the lowest of the compared OMol25 structures with the same formula, charge and spin = 56.4 kcal per mole

```
84
Properties=species:S:1:pos:R:3:mulliken_spin:R:1
Rh -1.44 0.86 -0.53 1.801
C 0.82 2.70 0.11 0.174
C 1.50 1.50 0.67 0.055
C 0.80 1.14 1.83 -0.118
C -0.25 2.11 1.97 0.319
C -0.20 3.09 0.92 0.115
C -0.95 4.40 0.87 0.071
C -1.16 4.85 -0.58 0.012
C -2.31 4.30 1.57 0.017
C -0.11 5.45 1.61 0.024
C 0.94 0.00 2.85 -0.027
C 2.36 -0.08 3.43 -0.004
C 0.51 -1.34 2.25 -0.017
C 0.01 0.24 4.06 0.017
C 2.86 1.10 0.10 0.130
C 3.96 1.72 0.98 0.038
C 3.07 1.69 -1.31 0.026
C 3.04 -0.41 -0.04 0.028
H 1.13 3.21 -0.79 0.014
H -0.94 2.14 2.80 0.024
H -1.79 4.13 -1.11 0.001
H -0.21 4.93 -1.11 0.003
H -1.64 5.83 -0.61 -0.002
H -2.94 3.54 1.11 -0.006
H -2.83 5.26 1.52 0.001
H -2.19 4.05 2.63 -0.001
H 0.86 5.59 1.13 -0.001
H 0.07 5.14 2.64 0.001
H -0.63 6.41 1.63 0.001
H 3.10 -0.43 2.72 0.000
H 2.37 -0.77 4.28 0.001
H 2.67 0.90 3.80 0.002
H 1.10 -1.58 1.38 -0.005
H -0.55 -1.30 2.00 0.004
H 0.66 -2.13 3.00 0.000
H 0.26 1.17 4.58 -0.004
H 0.12 -0.58 4.77 0.000
H -1.03 0.29 3.75 -0.004
H 3.84 2.81 1.01 0.001
H 4.94 1.49 0.57 0.001
H 3.92 1.36 2.00 -0.002
H 3.09 2.78 -1.29 0.000
H 2.30 1.38 -2.01 -0.007
H 4.03 1.35 -1.70 -0.001
H 3.10 -0.93 0.92 -0.001
H 3.97 -0.63 -0.57 -0.002
H 2.22 -0.84 -0.61 -0.012
N -3.41 -0.35 -0.44 0.139
C -3.42 -1.78 -0.39 -0.051
C -4.61 -2.49 -0.29 0.014
C -4.60 -3.88 -0.25 0.005
C -3.39 -4.54 -0.31 -0.001
C -2.20 -3.83 -0.41 0.003
C -2.19 -2.43 -0.46 -0.057
P -0.60 -1.43 -0.62 0.095
C -0.65 -1.01 -2.42 0.038
C -0.10 0.19 -2.89 -0.022
C -0.23 0.52 -4.24 0.026
C -0.89 -0.32 -5.12 0.007
C -1.44 -1.51 -4.66 0.001
C -1.31 -1.85 -3.32 0.014
C 0.58 -2.89 -0.71 0.015
C 0.87 -3.72 0.38 0.007
C 1.68 -4.83 0.24 -0.001
C 2.25 -5.15 -0.98 0.002
C 1.99 -4.34 -2.07 -0.001
C 1.16 -3.23 -1.93 0.006
H -3.96 0.12 0.28 -0.003
H -3.98 0.05 -1.20 -0.013
H -5.55 -1.95 -0.25 0.003
H -5.53 -4.43 -0.17 0.001
H -3.36 -5.63 -0.28 0.000
H -1.28 -4.39 -0.48 -0.001
H 0.43 0.86 -2.22 -0.012
H 0.21 1.44 -4.60 0.000
H -0.98 -0.05 -6.16 0.000
H -1.95 -2.18 -5.34 0.000
H -1.74 -2.79 -2.98 -0.002
H 0.44 -3.53 1.35 0.001
H 1.88 -5.46 1.11 0.000
H 2.89 -6.02 -1.09 0.000
H 2.42 -4.56 -3.04 0.000
H 1.00 -2.61 -2.81 0.001
O -2.83 2.13 -0.44 1.119
```


Record 4
A molecular structure, C35H46Br2N9NaO5PS at a distorted geometry. Source: the Open Molecules 2025 dataset; level of theory: ωB97M-V/def2-TZVPD.

Computed properties:
Total charge = -1
Kohn-Sham gap (spin up / spin down) = 4.6 / 5.4 eV
Electronic energy = -8279.721017 Ha
Energy above the lowest of the compared OMol25 structures with the same formula, charge and spin = 317.2 kcal per mole

```
100
Properties=species:S:1:pos:R:3:lowdin_charge:R:1
Na 0.35 1.12 1.85 -0.239
S -0.21 8.39 2.66 0.913
N 1.09 7.46 2.21 -0.244
C 0.68 6.18 2.21 -0.279
C 1.47 5.04 1.89 -0.092
C 2.82 5.19 1.52 0.001
C 3.58 4.08 1.21 -0.059
C 2.96 2.86 1.28 -0.112
N 1.66 2.69 1.62 0.064
C 0.85 3.75 1.94 -0.077
C -0.55 3.60 2.32 -0.096
N -1.18 2.39 2.39 0.002
C -2.48 2.28 2.74 -0.075
C -3.28 3.35 3.06 -0.053
C -2.71 4.60 3.01 -0.027
C -1.35 4.74 2.65 -0.096
C -0.75 6.03 2.60 -0.273
N -1.35 7.20 2.87 -0.237
H 3.28 6.18 1.49 0.111
H 4.62 4.16 0.93 0.101
H 3.49 1.94 1.05 0.079
H -2.87 1.26 2.76 0.109
H -4.32 3.21 3.34 0.100
H -3.31 5.48 3.26 0.102
Br 2.26 -0.42 1.17 1.028
C 3.26 -0.72 2.74 -0.870
Br 2.02 0.39 3.62 0.934
H 4.25 -0.29 2.70 0.015
H 3.21 -1.75 3.08 -0.023
O -0.06 1.50 3.79 -0.509
O -0.31 1.74 5.02 -0.169
O -0.97 -0.42 2.08 -0.234
P -1.10 -1.69 1.28 0.573
N 0.20 -2.64 1.51 -0.204
C 0.63 -3.79 0.74 -0.203
C 1.46 -4.66 1.67 -0.168
C 1.96 -3.67 2.71 -0.192
C 0.79 -2.73 2.85 -0.226
N -2.40 -2.55 1.76 -0.177
C -2.89 -3.77 1.15 -0.210
C -4.13 -4.12 1.96 -0.188
C -4.74 -2.76 2.23 -0.182
C -3.53 -1.84 2.36 -0.199
N -1.29 -1.37 -0.30 -0.149
C -1.03 -2.23 -1.44 -0.199
C -1.79 -1.63 -2.61 -0.138
C -1.94 -0.18 -2.23 -0.167
C -2.12 -0.25 -0.72 -0.149
H 1.26 -3.46 -0.10 0.113
H -0.19 -4.38 0.33 0.093
H 2.28 -5.17 1.16 0.111
H 0.83 -5.41 2.15 0.111
H 2.84 -3.14 2.33 0.078
H 2.23 -4.16 3.65 0.120
H 1.11 -1.75 3.22 0.016
H 0.05 -3.14 3.55 0.127
H -2.17 -4.59 1.21 0.107
H -3.17 -3.61 0.11 0.112
H -3.85 -4.60 2.90 0.114
H -4.81 -4.78 1.42 0.108
H -5.37 -2.76 3.12 0.108
H -5.35 -2.45 1.37 0.110
H -3.32 -1.65 3.42 0.121
H -3.73 -0.89 1.87 0.100
H -1.34 -3.26 -1.28 0.098
H 0.05 -2.22 -1.66 0.065
H -2.78 -2.10 -2.69 0.105
H -1.27 -1.76 -3.56 0.108
H -2.79 0.30 -2.73 0.129
H -1.03 0.37 -2.48 -0.013
H -3.17 -0.44 -0.48 0.117
H -1.82 0.69 -0.25 0.075
O -0.90 1.66 0.53 -0.178
C 1.37 1.13 -6.35 -0.088
C 2.24 0.65 -5.19 -0.213
N 1.86 -0.69 -4.73 -0.054
C 2.30 -1.81 -5.57 -0.218
C 3.74 -2.23 -5.29 -0.083
C 1.37 -1.02 -3.46 -0.376
O 1.31 -2.18 -3.06 0.009
C 0.89 0.02 -2.52 -0.159
C 0.08 1.09 -2.88 -0.127
C -0.35 1.99 -1.91 -0.004
C 0.02 1.77 -0.59 -0.364
N 0.77 0.72 -0.19 -0.091
C 1.19 -0.13 -1.17 -0.151
H 1.62 2.17 -6.61 0.073
H 0.31 1.09 -6.10 0.066
H 1.52 0.52 -7.24 0.061
H 2.19 1.37 -4.37 0.114
H 3.29 0.63 -5.51 0.109
H 2.19 -1.54 -6.63 0.104
H 1.64 -2.67 -5.40 0.116
H 4.44 -1.42 -5.51 0.062
H 4.01 -3.09 -5.90 0.069
H 3.87 -2.50 -4.24 0.076
H -0.25 1.23 -3.91 0.128
H -0.97 2.84 -2.16 0.126
H -0.29 2.44 0.21 0.019
H 1.78 -0.98 -0.82 0.025
```


Record 5
A molecular structure, C35H46Cl2FeGe2N3O2S3. Source: the Open Molecules 2025 dataset; level of theory: ωB97M-V/def2-TZVPD.

Computed properties:
Total charge = +2
Multiplicity = 6
Kohn-Sham gap (spin up / spin down) = 7.5 / 4.7 eV
Expectation value of S² = 8.796
Electronic energy = -9208.053443 Ha
Energy above the lowest of the compared OMol25 structures with the same formula, charge and spin = 41.6 kcal per mole

```
94
Properties=species:S:1:pos:R:3:mulliken_spin:R:1
Fe -0.36 -0.13 0.00 3.715
Cl -3.06 0.46 0.97 0.027
C -3.02 -0.17 2.59 0.091
C -4.23 -0.44 3.18 -0.038
C -4.26 -0.92 4.49 0.141
C -3.09 -1.11 5.20 -0.052
C -1.88 -0.82 4.61 0.103
Cl -0.45 -1.07 5.53 0.026
C -1.79 -0.34 3.27 0.052
S -0.28 0.04 2.61 0.643
H -5.15 -0.27 2.64 0.001
H -5.22 -1.12 4.96 0.007
H -3.11 -1.48 6.22 0.002
C 2.15 -4.15 -1.31 0.004
C 0.97 -3.38 -0.71 0.016
Ge 1.54 -1.99 0.59 0.029
C 1.34 -2.74 2.40 0.019
C 2.00 -4.12 2.45 0.003
C 3.43 -1.69 0.25 0.003
C 3.76 -0.54 -0.35 -0.014
Ge 2.33 0.81 -0.22 -0.003
C 2.35 2.05 -1.74 0.008
C 3.34 3.19 -1.54 0.000
C 2.46 1.83 1.47 0.011
C 3.86 1.83 2.09 0.006
C 5.10 -0.38 -0.98 0.010
C 5.85 0.79 -0.89 0.001
C 7.10 0.89 -1.48 0.000
C 7.62 -0.18 -2.19 0.000
C 6.88 -1.35 -2.31 0.000
C 5.63 -1.45 -1.71 0.001
H 1.82 -4.90 -2.04 0.000
H 2.72 -4.68 -0.54 0.000
H 2.85 -3.49 -1.82 -0.001
H 0.34 -4.06 -0.13 0.003
H 0.35 -2.96 -1.50 0.012
H 0.30 -2.80 2.72 -0.006
H 1.86 -2.06 3.09 0.002
H 1.52 -4.83 1.77 0.000
H 1.94 -4.55 3.45 0.000
H 3.06 -4.08 2.19 0.000
H 4.20 -2.44 0.39 0.002
H 1.36 2.46 -1.93 0.000
H 2.61 1.45 -2.62 0.000
H 3.22 3.69 -0.58 0.000
H 3.20 3.95 -2.31 0.000
H 4.38 2.86 -1.61 -0.001
H 1.74 1.47 2.20 -0.016
H 2.15 2.85 1.23 0.000
H 4.31 0.84 2.09 0.000
H 3.81 2.17 3.13 0.000
H 4.53 2.51 1.57 -0.001
H 5.47 1.64 -0.33 0.000
H 7.67 1.80 -1.38 0.000
H 8.59 -0.10 -2.66 0.000
H 7.27 -2.19 -2.88 0.000
H 5.05 -2.36 -1.83 0.000
C 1.36 -1.43 -3.43 -0.013
C 0.18 -0.53 -3.30 0.018
N 0.02 0.29 -2.29 -0.015
C -1.08 1.10 -2.48 0.006
C -1.80 0.86 -3.61 0.003
S -1.03 -0.39 -4.50 0.007
C -1.32 2.16 -1.50 0.025
C -2.12 3.24 -1.68 0.004
S -2.11 4.21 -0.28 0.007
C -1.03 3.13 0.48 0.023
N -0.68 2.10 -0.27 0.019
C -0.53 3.45 1.84 0.014
H 1.90 -1.45 -2.48 0.006
H 2.04 -1.03 -4.19 0.002
H 1.09 -2.44 -3.72 0.000
H -2.70 1.33 -3.95 0.000
H -2.67 3.52 -2.57 0.000
H 0.42 3.98 1.78 0.001
H -0.37 2.55 2.43 0.013
H -1.23 4.09 2.37 0.003
O -1.63 -1.48 -1.08 0.063
C -1.98 -2.34 -0.23 -0.031
O -1.55 -2.41 0.93 0.026
C -2.99 -3.39 -0.70 0.010
N -3.20 -4.33 0.47 0.002
C -2.75 -5.71 0.03 0.000
C -2.97 -5.69 -1.47 0.000
C -2.51 -4.28 -1.86 0.001
H -3.94 -2.91 -0.93 0.001
H -4.17 -4.34 0.76 0.000
H -2.61 -3.94 1.23 0.000
H -3.31 -6.46 0.59 0.000
H -1.69 -5.79 0.29 0.000
H -4.02 -5.83 -1.70 0.000
H -2.41 -6.47 -1.97 0.000
H -2.91 -3.94 -2.80 0.000
H -1.42 -4.24 -1.92 -0.001
```